1.
{
  "formula": "C48H40Cl3FMoN4O9P",
  "method": "the ωB97M-V functional and the def2-TZVPD basis",
  "species": ["Mo", "O", "C", "O", "C", "C", "C", "C", "C", "N", "C", "O", "O", "H", "H", "H", "H", "H", "F", "C", "C", "C", "C", "O", "C", "C", "N", "C", "C", "C", "C", "C", "C", "N", "C", "C", "N", "C", "C", "C", "O", "O", "H", "H", "H", "H", "H", "H", "H", "H", "H", "H", "H", "H", "H", "H", "H", "H", "H", "H", "Cl", "C", "C", "C", "Cl", "C", "O", "C", "Cl", "C", "H", "H", "O", "P", "C", "C", "C", "C", "C", "C", "C", "C", "C", "C", "C", "C", "C", "C", "C", "C", "C", "C", "H", "H", "H", "H", "H", "H", "H", "H", "H", "H", "H", "H", "H", "H", "H"],
  "coordinates": [[0.53978, -2.44007, -1.32782], [-1.25303, -4.61818, -4.31552], [-0.54940, -4.15081, -3.35245], [-0.95289, -3.28577, -2.61348], [0.79445, -4.72381, -3.15577], [1.28408, -5.74909, -3.93033], [2.49707, -6.30852, -3.60286], [3.10363, -5.88244, -2.44230], [2.54912, -4.85757, -1.69847], [1.44221, -4.19452, -2.10744], [3.03673, -4.54285, -0.30554], [4.25912, -4.92470, 0.05992], [2.31415, -4.01416, 0.46881], [-2.13434, -4.21385, -4.33421], [0.69553, -6.10432, -4.76878], [2.93361, -7.10256, -4.19753], [3.98536, -6.40595, -2.09608], [4.75720, -5.39217, -0.61617], [-1.95641, 3.91747, 0.18915], [-2.36454, 2.75529, 0.73248], [-1.86330, 1.60476, 0.21895], [-2.28503, 0.35727, 0.69326], [-1.66745, -0.87560, 0.24420], [-0.71495, -0.84319, -0.61153], [-2.19849, -2.05999, 0.81943], [-3.25946, -2.00406, 1.68139], [-3.82589, -0.87321, 2.08883], [-4.98448, -0.94488, 2.98050], [-6.11930, -1.84430, 2.60429], [-6.28374, -0.36074, 2.51325], [-3.30312, 0.34791, 1.66123], [-3.76406, 1.54572, 2.21235], [-3.28915, 2.77590, 1.79563], [-3.70260, 3.95751, 2.42567], [-5.10029, 4.16906, 2.77872], [-5.21912, 4.85860, 4.12617], [-4.46553, 6.16251, 4.07035], [-3.02740, 5.92756, 3.68163], [-2.96866, 5.21410, 2.33967], [-1.64197, -3.40158, 0.54171], [-2.20064, -4.42401, 0.79529], [-0.42776, -3.33917, -0.03034], [-1.14608, 1.66784, -0.58518], [-3.67232, -2.92671, 2.06732], [-4.71987, -0.86554, 4.02709], [-6.62671, -2.37131, 3.40073], [-6.04449, -2.40439, 1.67893], [-6.91067, 0.13423, 3.24516], [-6.31066, 0.08094, 1.52301], [-4.49618, 1.49641, 3.00666], [-5.63708, 3.22740, 2.81848], [-5.58921, 4.79190, 2.01432], [-4.77626, 4.25459, 4.91295], [-6.25871, 5.05762, 4.37066], [-4.51694, 6.64368, 4.96640], [-4.90166, 6.77284, 3.37992], [-2.57377, 5.31656, 4.45677], [-2.50958, 6.88157, 3.63228], [-1.92473, 5.03958, 2.11357], [-3.37629, 5.86412, 1.55353], [2.03260, 0.54662, -8.20321], [1.71391, -0.05918, -6.62326], [0.43507, 0.02676, -6.10842], [0.18276, -0.45155, -4.84007], [-1.39182, -0.30383, -4.13211], [1.19367, -1.04034, -4.07784], [0.94379, -1.51771, -2.82735], [2.47767, -1.12621, -4.63346], [3.73590, -1.88666, -3.71359], [2.73990, -0.62427, -5.89219], [-0.35766, 0.46837, -6.70044], [3.73915, -0.68394, -6.30620], [2.24228, -1.49509, -0.53621], [2.78345, -0.12687, -0.05097], [2.92768, 1.01965, -1.41067], [4.17969, 1.27363, -1.97583], [4.27043, 2.03985, -3.12967], [3.12104, 2.56369, -3.71158], [1.87502, 2.32064, -3.14266], [1.77710, 1.54360, -1.99888], [1.71946, 0.46836, 1.27340], [1.68135, 1.80761, 1.64621], [1.00101, 2.18042, 2.79940], [0.34974, 1.22519, 3.56517], [0.39137, -0.11625, 3.19362], [1.09010, -0.50091, 2.05812], [4.37425, -0.33086, 0.72376], [5.04589, 0.81878, 1.15461], [6.21901, 0.69624, 1.87982], [6.71463, -0.56894, 2.18450], [6.04782, -1.70649, 1.75575], [4.87190, -1.59292, 1.02698], [5.07861, 0.87746, -1.51758], [5.24017, 2.22733, -3.57651], [3.19598, 3.16770, -4.61019], [0.97745, 2.73283, -3.59313], [0.81273, 1.31813, -1.57085], [2.18570, 2.55673, 1.04304], [0.99839, 3.22087, 3.10854], [-0.17741, 1.51795, 4.46851], [-0.08838, -0.87042, 3.81103], [1.17056, -1.54664, 1.79594], [4.65158, 1.80165, 0.91675], [6.74572, 1.58177, 2.21275], [7.62403, -0.66282, 2.76630], [6.44017, -2.68730, 1.99777], [4.33868, -2.47556, 0.70205]],
  "forces_ev_per_angstrom": [[1.1, 1.6, 2.1], [-0.3, -0.7, -0.9], [0.7, -0.5, -0.6], [-0.8, 1.3, 1.4], [0.1, 0.1, -0.2], [-0.5, -0.1, -0.5], [0.2, -0.3, -0.2], [0.2, -0.1, 0.2], [0.0, 0.3, -0.1], [0.8, -1.3, 0.2], [0.6, -0.4, -0.6], [0.0, 0.0, 0.1], [-0.8, 0.7, 0.7], [-0.2, 0.1, 0.0], [0.1, 0.0, 0.1], [-0.1, 0.1, 0.0], [0.0, 0.1, 0.0], [0.1, 0.0, -0.2], [0.0, 0.1, 0.0], [0.1, 0.2, 0.0], [0.2, -0.1, -0.2], [0.0, 0.0, 0.1], [0.2, -0.1, -0.2], [-0.1, 0.1, 0.0], [0.3, 0.2, -0.2], [-0.1, 0.0, 0.1], [-0.2, 0.1, 0.1], [0.2, 0.1, 0.1], [-0.1, -0.2, -0.1], [-0.1, 0.1, -0.1], [0.0, -0.2, -0.1], [-0.3, 0.0, 0.2], [0.0, 0.2, 0.1], [-0.1, 0.0, 0.0], [0.3, 0.1, -0.2], [-0.1, -0.1, -0.1], [0.2, -0.3, 0.0], [0.1, 0.0, -0.2], [-0.2, -0.2, 0.0], [0.2, 0.4, -0.3], [0.0, -0.3, 0.1], [-1.1, -1.6, 1.2], [0.1, -0.1, 0.0], [0.0, 0.0, 0.0], [0.0, 0.0, 0.0], [0.1, 0.0, 0.0], [0.0, 0.1, 0.0], [0.1, 0.0, 0.0], [0.0, -0.1, 0.1], [0.1, 0.0, 0.0], [-0.1, 0.0, 0.0], [0.0, -0.1, 0.0], [0.1, 0.1, 0.1], [0.0, 0.2, 0.0], [0.0, 0.1, 0.1], [-0.1, 0.1, -0.1], [-0.1, 0.0, 0.1], [-0.1, 0.1, 0.0], [0.1, 0.0, 0.0], [0.0, 0.0, 0.0], [0.0, 0.0, 0.0], [0.0, 0.1, -0.2], [-0.3, 0.2, -0.2], [0.1, -0.1, 0.4], [0.0, 0.0, -0.1], [-0.1, -0.5, 0.5], [0.6, 1.8, -3.0], [-0.4, -0.1, 0.3], [0.0, 0.0, 0.0], [0.4, -0.1, 0.0], [0.0, 0.0, 0.1], [-0.1, 0.0, 0.0], [-0.6, -0.3, 0.2], [-0.2, -0.5, -0.1], [0.1, 0.0, 0.1], [0.0, 0.0, 0.0], [0.0, 0.0, 0.0], [0.0, 0.0, 0.0], [-0.1, 0.0, 0.0], [0.1, 0.0, -0.1], [0.0, -0.1, -0.1], [-0.1, 0.1, -0.1], [0.0, 0.2, -0.1], [-0.1, -0.1, 0.0], [0.0, 0.0, 0.0], [-0.1, 0.3, 0.1], [0.1, 0.1, 0.0], [0.0, -0.1, 0.0], [0.0, 0.0, 0.0], [0.0, 0.1, 0.0], [0.0, -0.1, 0.0], [0.0, 0.0, -0.1], [-0.1, 0.0, -0.1], [-0.1, 0.0, 0.1], [0.0, -0.1, 0.1], [0.1, 0.0, 0.0], [-0.2, 0.0, 0.1], [0.0, 0.0, 0.1], [0.0, -0.1, 0.0], [0.1, 0.0, -0.1], [0.1, 0.1, -0.1], [0.0, -0.1, 0.0], [0.1, 0.0, 0.1], [0.0, 0.0, 0.0], [0.0, 0.0, -0.1], [0.0, 0.1, 0.0], [0.0, 0.0, 0.1]],
  "lumo_ha": [-0.2794, -0.2908],
  "charge": 3,
  "homo_ev": [-13.887, -14.476],
  "s_squared": 2.012,
  "multiplicity": 3
}


2.
{
  "formula": "C24H27I2IrN5O6",
  "method": "the ωB97M-V functional and the def2-TZVPD basis",
  "species": ["Ir", "I", "C", "C", "C", "I", "C", "C", "C", "C", "N", "C", "C", "O", "H", "H", "H", "H", "N", "C", "C", "C", "C", "N", "C", "N", "N", "C", "O", "O", "H", "H", "H", "H", "H", "H", "H", "H", "H", "H", "H", "H", "H", "H", "C", "O", "C", "C", "C", "C", "C", "C", "O", "C", "O", "C", "H", "H", "H", "H", "H", "H", "H", "H", "H"],
  "coordinates": [[0.10907, -0.95240, 0.43789], [3.46725, -4.86988, 1.28553], [3.33203, -2.96891, 2.10145], [4.26710, -2.54654, 3.06094], [4.20549, -1.30359, 3.63743], [5.62830, -0.78175, 5.06989], [3.18267, -0.40375, 3.25665], [2.97402, 0.88780, 3.79503], [1.93296, 1.65880, 3.35859], [1.08227, 1.17160, 2.35374], [1.26392, -0.01585, 1.82215], [2.27091, -0.83187, 2.26872], [2.30403, -2.13881, 1.68746], [1.39811, -2.48773, 0.80557], [5.04882, -3.23436, 3.35358], [3.63958, 1.24927, 4.56748], [1.74709, 2.63595, 3.78117], [0.24375, 1.74121, 1.97268], [1.33564, -0.46313, -1.12039], [0.62296, 0.51061, -2.00378], [1.63635, 1.40911, -2.76946], [1.66096, 2.94440, -2.57749], [1.77030, 3.41478, -1.12038], [1.50222, 4.85937, -0.94795], [0.31766, 5.45514, -0.78011], [-0.82061, 4.79716, -0.83739], [0.30702, 6.77175, -0.51996], [-0.48667, 1.24274, -1.23564], [-0.92714, 2.26696, -1.74861], [-0.86424, 0.79314, -0.10134], [2.21846, -0.08363, -0.78625], [1.56090, -1.31659, -1.62917], [0.06700, -0.09483, -2.72113], [1.50590, 1.23086, -3.83600], [2.63332, 1.02913, -2.52340], [0.76177, 3.37670, -3.00780], [2.51736, 3.32702, -3.13902], [2.76987, 3.23730, -0.71947], [1.07243, 2.88366, -0.47224], [2.28410, 5.47568, -1.09804], [-0.92439, 3.89833, -1.33252], [-1.67297, 5.29373, -0.63649], [1.15243, 7.27058, -0.30758], [-0.55107, 7.29320, -0.53710], [-3.57792, -4.92360, -3.83342], [-4.36328, -4.65041, -2.68046], [-3.82710, -3.89189, -1.71367], [-4.64660, -3.70006, -0.57716], [-4.17839, -2.94857, 0.44849], [-2.88626, -2.33914, 0.45367], [-2.46383, -1.65263, 1.63445], [-3.40156, -1.31850, 2.76434], [-1.28865, -1.25998, 1.88337], [-2.07650, -2.53480, -0.71560], [-0.89492, -2.03144, -0.92129], [-2.57923, -3.32037, -1.77533], [-4.18166, -5.57427, -4.45779], [-2.65123, -5.43193, -3.56136], [-3.34985, -4.00403, -4.37597], [-5.61950, -4.16851, -0.54836], [-4.81285, -2.84136, 1.31342], [-4.42377, -1.64953, 2.64242], [-3.40014, -0.23075, 2.85008], [-2.99264, -1.71679, 3.69217], [-1.93104, -3.44379, -2.62927]],
  "forces_ev_per_angstrom": [[0.2, 0.2, 0.0], [0.0, 0.0, 0.0], [0.0, 0.0, 0.0], [0.0, 0.0, 0.0], [0.0, 0.0, 0.0], [0.0, 0.0, 0.0], [0.0, 0.0, 0.0], [0.0, 0.0, 0.0], [0.0, 0.0, 0.0], [0.0, 0.0, -0.1], [0.0, -0.1, 0.1], [0.0, 0.0, 0.0], [0.0, 0.0, -0.1], [-0.3, 0.0, 0.3], [0.0, 0.0, 0.0], [0.0, 0.0, 0.0], [0.0, 0.0, 0.0], [0.0, 0.0, 0.0], [0.0, 0.0, 0.0], [0.2, 0.0, 0.0], [0.0, 0.2, 0.1], [-0.2, -0.2, 0.3], [-0.3, 0.1, 0.0], [0.2, -0.2, -0.2], [0.3, 0.0, -0.1], [-0.3, 0.0, -0.3], [0.1, 0.1, 0.0], [0.3, 0.2, 0.4], [-0.4, 0.2, -0.4], [-0.1, -0.4, -0.2], [0.0, 0.1, -0.1], [0.0, 0.0, 0.0], [0.1, 0.0, 0.0], [0.1, 0.0, 0.0], [0.0, 0.0, -0.1], [0.0, 0.0, -0.1], [0.0, 0.0, 0.0], [0.0, 0.1, 0.0], [0.0, 0.1, 0.0], [0.0, 0.0, 0.0], [0.1, -0.4, 0.4], [0.0, 0.0, 0.1], [0.0, 0.0, 0.0], [0.0, 0.0, 0.0], [0.0, 0.0, 0.0], [0.0, 0.0, 0.0], [0.0, 0.0, 0.0], [0.0, 0.0, 0.0], [0.0, 0.0, 0.0], [0.0, 0.0, 0.0], [0.1, -0.2, 0.1], [0.0, 0.0, 0.0], [0.1, 0.0, -0.2], [0.0, 0.0, 0.0], [-0.1, 0.2, -0.1], [0.0, 0.0, 0.0], [0.0, 0.0, 0.0], [0.0, 0.0, 0.0], [0.0, 0.0, 0.0], [0.0, 0.0, 0.0], [0.0, 0.0, 0.0], [0.0, 0.0, 0.0], [0.0, 0.0, 0.0], [0.0, 0.0, 0.0], [0.0, 0.0, 0.0]],
  "lumo_ha": -0.0926,
  "de_lowest_ev": 0.0000,
  "charge": 1,
  "homo_ev": -9.627
}


3.
{
  "formula": "C5H7NO3",
  "method": "the ωB97M-V functional and the def2-TZVPD basis",
  "species": ["C", "C", "C", "C", "C", "H", "H", "H", "H", "H", "H", "H", "N", "O", "O", "O"],
  "coordinates": [[1.87981, 1.01039, 0.77872], [0.76426, 0.32449, 0.01576], [-0.10781, 0.88491, -0.96198], [-1.17960, 0.03054, -0.91933], [0.38391, -0.95716, 0.36170], [1.40139, 0.62991, 1.86078], [2.16942, 2.16134, 0.78352], [2.89117, 0.72648, 0.37153], [-0.22230, 2.00878, -1.02043], [-3.05896, 1.34963, -0.98480], [-2.68873, -1.56445, -0.37732], [2.27234, -1.70553, 0.39424], [-0.96891, -1.08911, -0.10346], [-2.53189, 0.17037, -1.41219], [-1.97969, -2.07665, 0.04241], [0.97557, -1.90393, 1.17084]],
  "forces_ev_per_angstrom": [[0.1, 0.2, 1.7], [1.3, 0.5, -0.8], [-1.2, 1.0, 1.9], [-3.3, -0.4, -0.5], [-2.5, -0.1, 0.7], [2.9, 1.3, -2.1], [-2.0, -2.0, -0.2], [-0.6, -0.9, 1.2], [0.2, -1.6, -0.6], [2.5, -5.1, -1.7], [-0.5, -0.2, -0.1], [-4.3, -1.2, 3.3], [1.1, 1.5, -1.2], [0.1, 4.3, 2.3], [1.7, 0.8, -0.1], [4.5, 1.8, -4.0]],
  "lumo_ha": -0.0397,
  "de_lowest_ev": 10.6625,
  "homo_ev": -7.570
}